Below is a structure of composition C5H10O2, with properties calculated with ωB97M-V/def2-TZVPD.

Geometry (Å):
C1 1.7335 0.5828 -1.1980
C2 1.9125 -0.8069 -0.6610
O1 1.5535 -1.1778 0.4341
C3 -1.6060 1.3318 -0.2397
C4 -1.9746 0.1785 0.3194
C5 -1.0460 0.5354 1.4508
O2 -0.7301 1.7781 0.7313
H1 2.7110 0.9969 -1.4742
H2 1.1375 0.5375 -2.1183
H3 1.2351 1.2216 -0.4640
H4 2.4163 -1.5221 -1.3456
H5 -0.3220 -2.6261 0.7998
H6 -1.7847 1.9213 -1.1332
H7 -2.6328 -0.6439 0.0860
H8 -0.9604 -3.0080 0.8384
H9 -0.1427 -0.0702 1.5571
H10 -1.5000 0.7712 2.4170

Results
net charge = 0
ΔE to the lowest compared entry with this formula, charge and spin = 4.3925 eV
gap between HOMO and LUMO = 9.961 eV
HOMO = -0.3273 Ha

Below is an isolated molecule of C5H10O2, with properties calculated with ωB97M-V/def2-TZVPD.

Geometry (Å):
C1 -2.3317 -0.4831 -0.0794
C2 -0.9247 -0.4278 -0.6577
O1 -0.8087 0.6027 -1.6245
C3 0.1492 -0.3059 0.4311
C4 1.5141 -0.2009 -0.1957
C5 2.5357 0.5184 0.2647
O2 2.5901 1.2414 1.4187
H1 -2.4467 -1.3276 0.6092
H2 -2.5476 0.4395 0.4752
H3 -3.0660 -0.5795 -0.8843
H4 -0.7241 -1.3480 -1.2213
H5 -0.7979 1.4499 -1.1590
H6 -0.0796 0.5828 1.0467
H7 0.0602 -1.1711 1.1056
H8 1.6461 -0.7180 -1.1425
H9 3.4668 0.6080 -0.2867
H10 1.7648 1.1192 1.9000

Results
net charge = 0
structure (SMILES) = C[C@@H](O)C/C=C\O
ΔE to the lowest compared entry with this formula, charge and spin = 1.6791 eV
gap between HOMO and LUMO = 9.564 eV
HOMO = -0.3239 Ha

Below is a cluster of 3 separate species, C5H10O2 in total, with properties calculated with ωB97M-V/def2-TZVPD.

Geometry (Å):
O1 1.3988 -0.9639 -2.1478
C1 -0.7396 0.3498 -1.8465
C2 -0.2121 0.2177 -0.5834
C3 -0.2982 1.2022 0.5139
C4 0.2719 0.3221 1.6150
C5 -0.1064 -1.0999 1.2987
O2 -0.1088 -1.0733 -0.0859
H1 0.9558 -1.6245 -1.5733
H2 -1.4776 -0.3923 -2.1306
H3 -0.8838 1.3335 -2.2769
H4 1.7574 0.3905 -1.2451
H5 -1.3520 1.4298 0.7099
H6 0.2193 2.1433 0.3307
H7 -0.1159 0.6185 2.5892
H8 1.3634 0.3879 1.5980
H9 -1.1562 -1.3196 1.5399
H10 0.5240 -1.9254 1.6222

Results
net charge = 0
ΔE to the lowest compared entry with this formula, charge and spin = 7.1572 eV
gap between HOMO and LUMO = 7.364 eV
HOMO = -0.2910 Ha

Below is a structure of composition C5H10O2, with properties calculated with ωB97M-V/def2-TZVPD.

Geometry (Å):
C1 0.6215 -0.0639 0.2030
C2 -1.1948 -0.2850 -0.5851
C3 1.8780 -0.6236 -0.4287
C4 -2.2608 -0.5482 0.4335
C5 0.5012 1.3807 0.3718
O1 1.6309 2.1332 0.3666
O2 -0.5921 1.9562 0.2241
H1 2.4290 1.5888 0.4553
H2 0.3249 -0.5945 1.1049
H3 -1.4441 0.4839 -1.3109
H4 -0.9063 -1.1780 -1.1314
H5 2.7371 -0.5880 0.2584
H6 1.7439 -1.6745 -0.6997
H7 2.1693 -0.0784 -1.3317
H8 -2.6195 0.3646 0.9086
H9 -3.1101 -1.0461 -0.0535
H10 -1.9082 -1.2272 1.2147

Results
net charge = 0
ΔE to the lowest compared entry with this formula, charge and spin = 2.5081 eV
gap between HOMO and LUMO = 10.063 eV
HOMO = -0.3452 Ha

Below is an isolated molecule of C5H10O2, with properties calculated with ωB97M-V/def2-TZVPD.

Geometry (Å):
O1 -1.8919 -0.6325 -1.5252
C1 -1.7548 0.0626 -0.3355
C2 -0.3799 -0.4057 0.6011
C3 0.7122 -0.8235 -0.3582
C4 1.7703 0.2864 -0.2401
O2 1.1211 1.3876 0.3697
C5 0.1564 0.8768 1.2746
H1 -0.8873 -0.7927 -1.8703
H2 -1.6118 1.1428 -0.5109
H3 -2.5541 -0.1428 0.3900
H4 -0.7346 -1.1880 1.2866
H5 1.0632 -1.8535 -0.3246
H6 0.2721 -0.8515 -1.5295
H7 2.1195 0.6035 -1.2247
H8 2.6436 -0.0329 0.3535
H9 -0.6362 1.6303 1.3641
H10 0.5923 0.7332 2.2794

Results
net charge = 0
structure (SMILES) = OC[C@H]1CCOC1
ΔE to the lowest compared entry with this formula, charge and spin = 2.9171 eV
gap between HOMO and LUMO = 10.700 eV
HOMO = -0.3605 Ha

Below is an isolated molecule of C5H10O2, with properties calculated with ωB97M-V/def2-TZVPD.

Geometry (Å):
C1 2.0875 1.0513 -0.2698
O1 0.6832 0.9522 -0.2632
C2 0.2335 -0.3515 -0.4872
C3 0.3840 -1.3484 0.6709
O2 -1.0322 -1.5480 0.7351
C4 -1.2824 -0.5501 -0.2804
C5 -2.0940 0.6415 0.2145
H1 2.5453 0.4791 0.5528
H2 2.5094 0.6926 -1.2212
H3 2.3334 2.1082 -0.1436
H4 0.5954 -0.7288 -1.4562
H5 0.7718 -0.8978 1.5948
H6 0.9350 -2.2730 0.4569
H7 -1.7725 -1.0223 -1.1406
H8 -2.9449 0.8363 -0.4439
H9 -2.4690 0.4123 1.2164
H10 -1.4834 1.5464 0.2647

Results
net charge = 0
structure (SMILES) = CO[C@H]1CO[C@H]1C
ΔE to the lowest compared entry with this formula, charge and spin = 2.5953 eV
gap between HOMO and LUMO = 10.654 eV
HOMO = -0.3546 Ha

Below is an isolated molecule of C5H10O2, with properties calculated with ωB97M-V/def2-TZVPD.

Geometry (Å):
C1 -2.0732 -0.4880 0.4189
C2 -1.0145 0.2391 -0.4050
O1 -0.7986 1.5479 0.1010
C3 0.2840 -0.5608 -0.4146
C4 1.5511 0.1641 -0.8935
C5 1.9647 0.1042 0.5814
O2 0.8089 -0.6811 0.9235
H1 -2.8997 0.1921 0.6485
H2 -2.4780 -1.3577 -0.1089
H3 -1.6268 -0.8337 1.3598
H4 -1.3509 0.3660 -1.4423
H5 -0.9044 1.4839 1.0586
H6 0.1065 -1.5484 -0.8672
H7 2.1778 -0.4312 -1.5610
H8 1.3961 1.1619 -1.3078
H9 1.9614 1.0706 1.0996
H10 2.8955 -0.4290 0.8091

Results
net charge = 0
structure (SMILES) = C[C@@H](O)[C@H]1CCO1
ΔE to the lowest compared entry with this formula, charge and spin = 2.0090 eV
gap between HOMO and LUMO = 10.558 eV
HOMO = -0.3500 Ha

Below is a structure of composition C5H10O2, with properties calculated with ωB97M-V/def2-TZVPD.

Geometry (Å):
C1 -1.9862 -0.1687 -0.7902
C2 -0.7757 -0.2785 0.1082
O1 0.1565 -1.1035 -0.5616
C3 1.4403 -0.9327 -0.0225
C4 1.3136 0.1690 1.1024
C5 0.0304 0.9822 0.4622
O2 0.3524 1.7584 -0.6834
H1 -2.3478 -1.1774 -1.0249
H2 -1.7222 0.3363 -1.7226
H3 -2.7893 0.3797 -0.2932
H4 -1.0591 -0.7670 1.0543
H5 2.0932 -0.5513 -1.1331
H6 1.7883 -1.9054 0.4069
H7 1.0566 -0.0956 2.1613
H8 2.3522 0.5202 1.2338
H9 -0.6252 1.6177 1.1196
H10 0.7223 1.2168 -1.4172

Results
net charge = 0
ΔE to the lowest compared entry with this formula, charge and spin = 2.7738 eV
gap between HOMO and LUMO = 10.374 eV
HOMO = -0.3470 Ha